No. 1
58
Properties=species:S:1:pos:R:3:forces:R:3 method="wB97M-V/def2-TZVPD" multiplicity=1 charge=0 gap_ev=9.13 smiles="Cc1ccccc1[C@H](OC[C@H](O)CN1CCC(C(N)=O)CC1)c1ccccc1" energy_ha=-1229.67382
C 2.822 3.055 0.937 -0.03 -0.01 -0.03
C 2.566 2.210 2.149 -0.07 -0.11 0.01
C 2.610 2.785 3.414 0.01 0.03 0.09
C 2.394 2.036 4.557 0.01 0.06 0.06
C 2.136 0.680 4.451 0.00 -0.07 0.05
C 2.091 0.093 3.201 0.02 0.02 -0.05
C 2.296 0.843 2.050 -0.20 0.07 0.01
C 2.222 0.131 0.715 0.09 0.14 -0.13
C 3.508 -0.609 0.402 -0.11 -0.03 0.01
C 4.719 -0.229 0.965 -0.05 0.03 -0.03
C 5.884 -0.902 0.639 0.12 0.01 -0.01
C 5.852 -1.964 -0.247 0.10 -0.03 0.01
C 4.647 -2.350 -0.808 0.00 -0.05 -0.07
C 3.483 -1.674 -0.489 -0.05 0.01 -0.02
H 2.540 -1.974 -0.918 -0.08 -0.05 -0.04
H 4.613 -3.179 -1.499 -0.01 -0.07 -0.05
H 6.762 -2.490 -0.497 0.07 -0.04 -0.01
H 6.820 -0.596 1.085 0.07 0.02 0.04
H 4.757 0.592 1.666 -0.01 0.05 0.08
O 1.163 -0.825 0.686 0.44 -0.02 0.00
C -0.129 -0.294 0.814 -0.37 0.13 -0.27
C -0.579 0.593 -0.359 -0.24 -0.49 0.29
O -0.159 1.936 -0.229 0.04 0.41 0.01
H -0.501 2.286 0.602 0.04 -0.03 -0.01
C -2.112 0.538 -0.505 0.36 -0.02 -0.12
N -2.581 -0.816 -0.710 -0.04 -0.02 0.10
C -2.459 -1.300 -2.073 0.00 0.11 -0.20
C -3.529 -0.743 -3.024 0.08 -0.23 0.20
H -3.392 0.335 -3.135 0.01 0.04 -0.06
H -3.411 -1.197 -4.009 0.02 0.06 -0.07
C -4.923 -1.051 -2.467 -0.05 0.18 -0.06
C -6.031 -0.525 -3.370 0.34 -0.20 0.28
O -6.847 -1.246 -3.897 -0.28 -0.31 -0.18
N -6.046 0.818 -3.545 -0.06 0.50 -0.11
H -5.374 1.428 -3.120 0.00 -0.03 0.00
H -6.756 1.218 -4.135 0.02 -0.05 0.02
C -5.035 -0.503 -1.040 0.18 -0.30 0.07
C -3.904 -1.094 -0.188 -0.21 0.14 0.04
H -4.016 -2.182 -0.153 -0.08 -0.01 0.07
H -3.963 -0.717 0.836 0.00 -0.08 0.00
H -4.956 0.587 -1.039 -0.04 0.07 0.02
H -6.001 -0.773 -0.611 -0.06 0.07 0.02
H -5.050 -2.138 -2.430 -0.07 0.09 -0.06
H -2.546 -2.390 -2.036 0.06 -0.02 -0.10
H -1.464 -1.054 -2.444 0.02 -0.10 -0.04
H -2.393 1.233 -1.311 -0.01 0.03 0.13
H -2.547 0.916 0.426 -0.04 0.04 -0.01
H -0.100 0.235 -1.276 -0.04 -0.06 0.06
H -0.788 -1.165 0.848 0.04 0.16 0.06
H -0.229 0.274 1.753 -0.06 -0.02 -0.07
H 2.055 0.867 -0.085 -0.01 -0.08 0.17
H 1.892 -0.964 3.097 -0.03 -0.10 0.01
H 1.973 0.084 5.337 -0.01 -0.05 0.07
H 2.433 2.509 5.527 0.00 0.04 0.08
H 2.819 3.842 3.503 0.02 0.10 -0.01
H 3.679 2.678 0.380 0.07 0.04 -0.11
H 1.960 3.048 0.270 0.01 0.01 -0.09
H 3.025 4.083 1.228 0.05 0.05 -0.02

=====

No. 2
60
Properties=species:S:1:pos:R:3:forces:R:3 method="wB97M-V/def2-TZVPD" multiplicity=1 charge=0 gap_ev=8.05 smiles="CCCN1CCN(CCCNC(=O)c2cc3c(=O)[nH]c4ccc(C)cc4c3s2)CC1" energy_ha=-1662.19490
C -0.514 -4.480 0.457 -0.21 -0.07 -0.11
H -0.108 -4.433 1.465 0.11 0.00 0.13
C -2.023 -4.276 0.480 0.14 0.18 0.17
C -2.392 -2.902 1.045 -0.11 -0.26 -0.17
N -1.739 -1.843 0.297 0.06 0.02 0.12
C -2.373 -1.493 -0.955 -0.22 0.08 -0.09
C -3.599 -0.582 -0.785 0.12 -0.27 -0.11
N -3.246 0.625 -0.049 -0.13 -0.26 -0.06
C -2.682 0.258 1.242 0.35 -0.06 0.08
C -1.453 -0.637 1.038 -0.11 0.21 0.15
H -1.024 -0.899 2.007 0.02 0.02 -0.02
H -0.703 -0.077 0.470 -0.02 0.05 0.14
H -2.377 1.164 1.770 -0.03 -0.02 0.05
H -3.428 -0.269 1.864 -0.02 0.08 -0.02
C -4.389 1.525 0.080 -0.10 0.20 0.18
H -4.894 1.554 -0.890 -0.04 -0.03 0.03
C -4.000 2.956 0.462 0.09 -0.14 -0.30
H -3.446 2.963 1.401 -0.03 0.06 0.07
H -4.917 3.529 0.613 -0.02 0.01 0.06
C -3.163 3.641 -0.620 -0.16 0.24 0.16
N -1.938 2.918 -0.861 0.07 -0.02 -0.10
C -0.729 3.410 -0.512 -0.37 -0.10 -0.31
O -0.532 4.547 -0.122 0.20 0.20 0.22
C 0.363 2.428 -0.678 0.51 -0.31 -0.03
C 0.385 1.273 -1.404 -0.07 0.41 0.10
C 1.609 0.580 -1.288 0.36 0.37 0.42
C 2.518 1.237 -0.472 -0.77 0.17 -0.22
C 3.818 0.713 -0.213 0.45 -0.45 -0.08
C 4.774 1.347 0.585 0.07 -0.28 -0.14
C 6.017 0.786 0.790 -0.08 0.10 0.03
C 6.309 -0.439 0.182 -0.20 0.03 -0.07
C 5.385 -1.084 -0.608 0.01 0.01 0.01
C 4.126 -0.521 -0.820 0.20 0.62 0.46
N 3.193 -1.151 -1.608 -0.01 -0.38 -0.24
C 1.925 -0.698 -1.907 0.21 -0.11 0.02
O 1.182 -1.347 -2.618 -0.27 -0.04 -0.13
H 3.446 -2.041 -2.020 -0.16 0.14 0.02
H 5.626 -2.030 -1.070 0.04 -0.11 -0.05
H 7.280 -0.885 0.337 0.10 -0.07 0.01
C 7.048 1.462 1.641 0.03 -0.03 -0.01
H 7.344 0.813 2.465 0.06 0.03 0.09
H 6.665 2.392 2.050 0.03 0.08 0.06
H 7.939 1.680 1.054 0.09 0.07 0.03
H 4.515 2.292 1.038 0.05 0.13 0.10
S 1.864 2.711 0.149 -0.12 -0.40 -0.30
H -0.418 0.925 -2.027 -0.19 -0.03 -0.09
H -2.077 1.910 -0.915 0.20 0.07 0.10
H -3.734 3.689 -1.554 -0.02 0.09 0.07
H -2.895 4.656 -0.315 -0.08 -0.10 -0.12
H -5.111 1.137 0.820 0.02 -0.06 -0.11
H -3.970 -0.293 -1.772 -0.04 -0.04 0.03
H -4.403 -1.136 -0.269 -0.02 0.06 -0.03
H -2.673 -2.402 -1.476 0.03 0.01 -0.08
H -1.623 -0.987 -1.569 -0.06 -0.01 -0.12
H -2.038 -2.847 2.078 -0.05 0.02 0.02
H -3.490 -2.803 1.063 0.06 0.03 0.10
H -2.414 -4.377 -0.534 -0.11 -0.06 -0.02
H -2.499 -5.043 1.096 -0.09 -0.02 -0.07
H -0.266 -5.447 0.028 0.10 -0.10 -0.01
H -0.052 -3.698 -0.139 0.13 0.02 -0.03

=====

No. 3
61
Properties=species:S:1:pos:R:3:forces:R:3 method="wB97M-V/def2-TZVPD" multiplicity=1 charge=0 gap_ev=9.65 smiles="CCc1ccc(N(CC(=O)NC2CCCC2)C(=O)CCC(=O)Nc2cc(C)on2)cc1" energy_ha=-1414.45931
C 0.020 5.412 3.403 -0.20 0.06 -0.03
H -0.076 6.466 3.650 0.07 0.11 0.04
H 0.393 4.882 4.276 0.08 -0.03 0.08
H 0.748 5.305 2.602 0.11 0.00 -0.05
C -1.333 4.840 2.971 0.21 0.03 0.05
C -1.196 3.385 2.627 -0.14 0.05 -0.05
C -0.880 2.989 1.334 -0.04 0.03 0.09
C -0.706 1.654 1.019 0.04 -0.07 0.07
C -0.846 0.689 2.008 -0.17 0.29 0.04
C -1.153 1.073 3.307 0.06 -0.03 -0.09
C -1.329 2.410 3.608 0.00 -0.02 -0.03
H -1.571 2.702 4.620 -0.04 0.04 0.11
H -1.255 0.320 4.074 0.00 -0.10 0.06
N -0.627 -0.687 1.712 0.47 0.17 0.15
C -1.592 -1.548 1.329 -0.56 -0.09 0.23
O -1.367 -2.723 1.100 -0.06 -0.20 -0.09
C -2.991 -0.967 1.152 0.04 -0.16 0.05
C -3.132 -0.382 -0.266 0.18 0.02 -0.01
C -2.299 -1.217 -1.223 -0.66 0.26 0.00
O -1.199 -0.868 -1.601 0.31 0.05 -0.14
N -2.881 -2.386 -1.584 -0.44 -0.19 -0.04
C -2.287 -3.394 -2.315 0.42 -0.86 -0.60
N -2.973 -4.476 -2.602 -0.78 0.86 0.71
O -2.150 -5.284 -3.311 0.70 -0.31 -0.39
C -0.953 -4.692 -3.458 0.01 0.74 0.33
C -0.974 -3.472 -2.846 -0.05 -0.48 -0.21
H -0.199 -2.742 -2.769 0.19 0.09 -0.03
C 0.107 -5.414 -4.201 -0.25 -0.13 0.07
H -0.264 -5.723 -5.177 0.04 0.00 -0.08
H 0.972 -4.770 -4.326 0.04 0.02 -0.02
H 0.400 -6.309 -3.655 0.07 -0.04 0.00
H -3.792 -2.629 -1.219 0.08 0.15 0.05
H -2.743 0.637 -0.285 -0.04 -0.13 -0.12
H -4.179 -0.368 -0.570 0.00 0.02 0.01
H -3.690 -1.794 1.286 0.12 0.03 0.06
H -3.197 -0.199 1.897 -0.08 -0.03 -0.06
C 0.726 -1.166 1.925 0.35 -0.22 0.11
H 0.713 -2.249 1.768 0.04 0.16 0.06
H 1.043 -0.951 2.950 0.01 0.01 -0.17
C 1.754 -0.531 0.976 -0.62 -0.29 0.17
O 2.813 -0.111 1.396 0.48 0.13 0.08
N 1.365 -0.522 -0.307 -0.31 -0.14 -0.29
H 0.447 -0.875 -0.543 0.03 0.04 0.12
C 2.122 0.049 -1.406 0.14 0.04 0.12
C 2.381 1.560 -1.228 -0.02 0.06 -0.12
H 2.357 1.797 -0.165 -0.04 0.03 0.01
H 1.634 2.165 -1.740 -0.08 0.04 0.02
C 3.793 1.778 -1.761 0.00 0.02 0.13
H 4.242 2.694 -1.381 0.02 0.08 -0.07
H 3.784 1.821 -2.852 0.04 0.05 -0.07
C 4.520 0.523 -1.289 0.09 -0.03 -0.13
H 5.473 0.367 -1.793 0.08 0.00 0.02
H 4.689 0.586 -0.215 0.05 0.00 0.01
C 3.517 -0.593 -1.576 0.12 0.00 0.06
H 3.641 -1.434 -0.896 -0.02 -0.08 -0.05
H 3.633 -0.957 -2.598 0.01 -0.03 -0.04
H 1.513 -0.126 -2.296 0.03 0.00 0.09
H -0.454 1.357 0.012 0.02 -0.08 -0.10
H -0.766 3.736 0.561 0.00 0.10 -0.09
H -2.051 4.963 3.784 -0.06 0.02 -0.07
H -1.697 5.394 2.104 -0.08 -0.01 0.04

=====

No. 4
67
Properties=species:S:1:pos:R:3:forces:R:3 method="wB97M-V/def2-TZVPD" multiplicity=1 charge=0 gap_ev="4.83 / 4.83" energy_ha=-3063.76482
Rh -0.238 0.046 -0.110 1.84 2.40 0.15
O 4.092 0.097 3.524 0.22 0.07 0.05
C 3.003 0.063 4.304 -0.20 -0.02 -0.05
C 3.182 0.051 5.689 0.09 -0.04 -0.09
C 2.100 -0.013 6.541 0.06 0.04 -0.13
C 0.806 -0.051 6.037 -0.16 -0.02 0.08
C 0.612 -0.010 4.676 0.04 -0.01 0.01
C 1.693 0.044 3.793 -0.21 0.17 -0.02
C 1.380 0.100 2.353 2.08 -0.25 -0.62
O 0.191 0.308 2.004 -2.26 -0.41 -2.20
N 2.396 -0.074 1.509 0.12 0.01 1.52
N 2.086 -0.156 0.207 -1.93 0.24 -1.39
C 3.051 -0.090 -0.631 0.27 -0.10 0.23
S 2.810 -0.283 -2.347 0.13 0.15 -0.19
C 4.574 -0.576 -2.725 -0.30 -0.19 0.08
C 5.398 0.290 -1.802 -0.21 0.23 0.35
S 4.725 0.143 -0.109 -0.32 -0.19 -0.20
H 3.804 0.083 2.584 -0.11 -0.07 0.12
H 4.191 0.088 6.071 0.11 -0.01 0.01
H 2.264 -0.026 7.607 0.04 -0.01 0.12
H -0.040 -0.107 6.705 -0.05 0.01 0.05
H -0.382 -0.025 4.254 -0.07 0.01 0.01
H 4.735 -0.320 -3.771 -0.04 0.01 -0.02
H 4.776 -1.636 -2.574 0.07 0.04 -0.01
H 5.351 1.341 -2.090 0.02 -0.06 -0.06
H 6.439 -0.029 -1.767 -0.01 -0.03 -0.01
N -0.437 0.412 -2.500 -0.28 -1.18 1.34
C -0.043 1.749 -2.931 0.67 1.20 0.87
C 0.682 2.563 -1.774 -1.02 -0.08 -3.49
O 1.174 3.625 -2.097 0.22 -0.03 0.49
O 0.642 2.024 -0.648 -0.76 -1.70 3.48
H 0.150 -0.288 -2.944 -0.21 -0.02 0.06
H -1.409 0.220 -2.726 0.08 -0.08 0.04
H -0.911 2.351 -3.203 0.00 -0.21 -0.02
H 0.654 1.729 -3.770 -0.15 -0.13 0.01
C -1.451 -5.214 0.630 0.57 0.44 -0.28
Si 0.085 -4.308 -0.052 0.01 -0.48 -0.04
C 0.324 -4.756 -1.893 -0.07 0.25 0.72
C 1.607 -4.791 0.991 -0.56 0.18 -0.45
C -0.108 -2.427 0.236 -0.06 0.79 0.15
H -1.289 -6.288 0.658 0.13 -0.17 -0.03
H -2.334 -5.032 0.024 -0.12 0.12 -0.14
H -1.674 -4.888 1.642 0.00 0.11 0.17
H 0.386 -5.833 -2.007 0.00 -0.24 0.03
H 1.234 -4.334 -2.307 0.21 0.14 0.00
H -0.506 -4.414 -2.504 -0.22 0.09 -0.05
H 1.750 -5.865 1.039 -0.04 -0.28 -0.06
H 1.490 -4.434 2.010 -0.09 0.09 0.20
H 2.523 -4.357 0.604 0.16 0.15 -0.15
H 0.582 -2.178 1.043 0.14 -0.07 -0.05
H 0.110 -1.802 -0.666 0.30 -0.88 -0.23
N -2.906 -1.855 1.226 0.67 -0.87 0.48
C -3.296 -0.815 0.627 -1.62 -0.88 0.27
N -2.524 0.160 0.142 2.72 0.00 -0.41
C -3.231 1.230 -0.289 -1.13 1.61 -0.68
C -2.697 2.464 -0.679 0.02 -0.73 0.18
C -3.546 3.457 -1.114 -0.64 0.28 -0.18
C -4.930 3.266 -1.158 0.32 0.36 -0.11
C -5.486 2.073 -0.744 0.28 -0.24 0.12
C -4.644 1.070 -0.299 0.60 0.53 -0.28
S -5.096 -0.476 0.314 1.16 -0.36 0.29
H -1.125 -2.227 0.596 -0.29 -0.28 0.18
H -3.617 -2.502 1.539 -0.20 0.24 -0.16
H -1.631 2.622 -0.592 0.02 0.10 -0.02
H -3.144 4.411 -1.419 0.10 0.09 0.00
H -5.575 4.064 -1.496 0.00 0.07 -0.05
H -6.552 1.911 -0.754 -0.16 0.05 0.00

=====

No. 5
63
Properties=species:S:1:pos:R:3:forces:R:3 method="wB97M-V/def2-TZVPD" multiplicity=1 charge=0 gap_ev=7.96 smiles="COc1ccc(N2C[C@@H](C)Cn3c2nc2c3c(=O)n(CCN3CCOCC3)c(=O)n2C)cc1" energy_ha=-1523.99553
C -4.792 -3.483 -5.498 0.02 -0.20 -0.04
H -4.784 -4.059 -4.567 0.01 0.02 -0.03
O -4.864 -2.100 -5.250 0.01 0.30 0.08
C -3.861 -1.515 -4.537 0.05 0.18 0.08
C -3.991 -0.146 -4.308 -0.08 -0.27 -0.14
C -3.033 0.546 -3.598 0.11 -0.09 0.10
C -1.908 -0.111 -3.100 -0.29 -0.38 -0.21
C -1.781 -1.477 -3.327 0.06 0.17 -0.03
C -2.745 -2.174 -4.031 -0.28 -0.11 -0.19
H -2.609 -3.233 -4.183 -0.01 -0.10 -0.03
H -0.925 -1.999 -2.936 0.01 -0.05 -0.04
N -0.915 0.606 -2.410 0.12 0.21 -0.07
C -0.189 0.065 -1.401 0.36 -0.04 0.49
N -0.317 -1.164 -0.909 -0.17 -0.37 0.09
C 0.602 -1.235 0.078 0.52 1.37 -0.14
C 1.309 -0.051 0.197 -0.27 -0.79 0.21
C 2.360 0.133 1.132 -0.30 -0.10 -0.37
O 3.074 1.117 1.252 0.04 0.23 0.00
N 2.527 -1.007 1.932 0.34 -0.05 0.04
C 1.827 -2.199 1.857 -0.08 -0.05 -0.18
O 2.065 -3.125 2.605 0.10 -0.21 0.26
N 0.857 -2.300 0.881 -0.08 0.00 0.02
C 0.109 -3.527 0.725 -0.11 -0.28 0.04
H -0.943 -3.283 0.583 0.01 -0.05 0.00
H 0.254 -4.126 1.621 -0.05 0.06 -0.12
H 0.467 -4.079 -0.146 -0.04 -0.04 0.02
C 3.469 -0.900 3.035 0.14 0.00 0.34
H 4.063 -1.814 3.085 -0.01 0.14 -0.02
H 4.112 -0.048 2.814 -0.06 -0.16 0.02
C 2.719 -0.713 4.361 0.00 -0.06 -0.16
N 1.683 0.293 4.234 0.08 -0.03 0.15
C 0.628 0.160 5.220 -0.27 0.21 -0.10
C -0.490 1.144 4.871 -0.03 -0.37 0.17
O -0.024 2.471 4.849 -0.02 0.12 0.13
C 1.037 2.605 3.931 0.39 0.03 -0.09
C 2.189 1.654 4.249 -0.21 0.26 -0.11
H 2.620 1.912 5.234 -0.02 -0.02 -0.03
H 2.953 1.766 3.481 0.02 0.04 0.05
H 0.679 2.392 2.913 0.04 0.04 0.03
H 1.365 3.644 3.991 0.01 -0.06 -0.06
H -0.901 0.877 3.885 0.01 -0.01 0.08
H -1.285 1.109 5.618 0.02 -0.06 -0.07
H 0.992 0.374 6.242 -0.04 -0.04 -0.03
H 0.236 -0.859 5.192 0.00 0.01 0.04
H 3.448 -0.475 5.153 -0.04 -0.03 -0.01
H 2.237 -1.661 4.609 0.07 0.07 0.05
N 0.775 0.783 -0.774 -0.23 -0.33 -0.14
C 1.168 2.127 -1.091 0.21 0.47 -0.29
C 0.770 2.401 -2.539 -0.18 0.10 0.20
C 0.994 3.861 -2.909 -0.03 -0.31 0.06
H 0.383 4.511 -2.286 -0.07 0.12 0.07
H 0.733 4.037 -3.949 -0.01 0.07 -0.10
H 2.037 4.129 -2.764 0.10 0.09 0.00
H 1.371 1.761 -3.194 -0.04 -0.01 0.04
C -0.703 2.012 -2.708 0.26 0.19 -0.11
H -1.320 2.643 -2.054 0.00 0.05 -0.08
H -1.009 2.184 -3.743 0.00 0.00 0.11
H 0.668 2.833 -0.415 0.07 -0.01 -0.07
H 2.245 2.221 -0.932 -0.13 0.02 -0.02
H -3.179 1.600 -3.421 0.01 0.12 0.03
H -4.862 0.359 -4.694 -0.10 0.07 -0.04
H -5.688 -3.728 -6.065 0.08 -0.04 0.04
H -3.908 -3.740 -6.092 -0.02 0.00 0.04

=====

No. 6
64
Properties=species:S:1:pos:R:3:forces:R:3 method="wB97M-V/def2-TZVPD" multiplicity=1 charge=+2 gap_ev=6.35 energy_ha=-4250.95916
Pt -0.700 -0.373 -0.304 0.18 -0.80 -0.11
C -2.753 0.202 1.842 0.11 0.02 -0.08
N -2.033 -0.950 1.221 -0.07 -0.01 -0.02
C -3.101 -1.888 0.806 0.20 -0.22 -0.05
C -1.186 -1.600 2.271 0.07 0.03 -0.09
C -0.172 -2.539 1.647 -0.06 0.04 -0.01
N 0.741 -1.790 0.748 -0.11 0.33 0.26
C 1.820 -1.150 1.518 -0.02 -0.01 0.05
C 1.348 -2.696 -0.243 -0.12 -0.05 -0.06
H -3.387 -0.174 2.649 0.03 0.04 -0.02
H -3.375 0.677 1.086 0.01 0.02 0.01
H -2.033 0.922 2.214 0.00 0.02 0.02
H -3.694 -2.174 1.678 0.04 -0.02 -0.03
H -2.682 -2.784 0.347 -0.05 0.11 -0.01
H -3.749 -1.368 0.112 -0.10 -0.02 -0.07
H -1.838 -2.127 2.973 0.06 -0.02 0.00
H -0.685 -0.797 2.811 0.04 0.00 -0.02
H -0.674 -3.308 1.057 0.01 0.04 0.00
H 0.402 -3.055 2.423 -0.02 0.03 0.01
H 2.451 -1.913 1.981 0.02 -0.01 0.03
H 1.398 -0.494 2.272 0.00 0.03 0.02
H 2.426 -0.541 0.852 0.04 -0.01 0.00
H 1.903 -3.491 0.262 0.01 -0.01 0.00
H 2.037 -2.136 -0.871 0.01 0.01 -0.02
H 0.569 -3.140 -0.863 0.03 0.01 0.00
S 1.531 -1.499 -7.442 -0.13 0.06 0.35
N 2.193 -0.662 -6.236 0.00 0.02 0.06
C 1.360 -0.742 -5.206 0.20 0.05 -0.17
C 1.562 -0.135 -3.908 -0.08 -0.04 0.04
C 2.675 0.648 -3.599 -0.05 0.01 0.06
C 2.764 1.188 -2.339 -0.05 0.00 0.11
C 1.767 0.915 -1.405 0.11 -0.05 0.06
N 0.706 0.160 -1.684 0.07 0.02 -0.09
C 0.584 -0.349 -2.934 -0.20 -0.01 -0.09
C -0.632 -1.101 -3.221 0.11 -0.02 -0.01
N -1.556 -1.191 -2.230 -0.04 0.36 -0.14
C -2.672 -1.859 -2.502 -0.10 0.07 0.11
C -2.930 -2.479 -3.723 0.04 0.03 0.01
C -1.999 -2.394 -4.728 -0.01 0.03 0.08
C -0.825 -1.683 -4.479 0.00 0.02 0.06
C 0.207 -1.501 -5.478 -0.06 -0.11 -0.22
N 0.181 -1.987 -6.713 -0.03 -0.02 0.02
H 3.432 0.820 -4.351 0.03 0.00 -0.03
H 3.596 1.813 -2.048 -0.01 0.00 0.00
H 1.823 1.310 -0.400 -0.02 0.04 0.03
H -3.423 -1.898 -1.732 0.01 0.00 0.07
H -3.865 -3.001 -3.861 -0.03 -0.01 0.01
H -2.156 -2.848 -5.697 0.00 -0.01 -0.03
C 1.278 1.328 4.450 0.01 -0.06 -0.06
N 1.041 2.705 4.072 -0.07 0.10 -0.08
C 1.243 3.787 4.903 0.00 0.24 0.00
C 0.939 4.895 4.192 0.10 -0.11 0.24
N 0.555 4.479 2.940 -0.02 -0.11 0.04
C 0.129 5.357 1.861 -0.01 -0.02 -0.08
C 0.620 3.138 2.868 -0.17 -0.13 -0.20
Se 0.216 2.186 1.313 0.09 -0.03 -0.03
H 1.418 1.286 5.526 0.00 -0.01 0.00
H 2.173 0.949 3.956 -0.03 -0.01 0.01
H 0.415 0.723 4.178 0.03 -0.01 0.00
H 1.583 3.670 5.914 0.02 0.02 0.06
H 0.960 5.932 4.464 0.01 0.07 0.04
H 0.170 6.379 2.224 -0.01 0.03 -0.01
H -0.889 5.107 1.564 0.04 0.03 -0.02
H 0.793 5.239 1.007 -0.05 0.02 0.02